Entry from the Open Molecules 2025 dataset: a 12-piece molecular cluster, C73H180N12O22 overall (the ωB97M-V functional and the def2-TZVPD basis).

Geometry (Å):
C (-4.47, -5.19, 0.76)
C (-3.83, -4.48, 1.93)
C (-3.35, -3.12, 1.50)
O (-4.36, -2.32, 0.90)
C (-4.04, -0.94, 0.82)
N (-4.71, -4.54, 3.11)
H (-4.52, -6.25, 1.00)
H (-3.86, -5.08, -0.15)
H (-5.47, -4.84, 0.52)
H (-2.89, -5.00, 2.18)
H (-2.50, -3.28, 0.83)
H (-2.90, -2.57, 2.32)
H (-3.57, -0.65, 1.78)
H (-4.98, -0.41, 0.71)
H (-3.25, -0.69, 0.09)
H (-5.57, -4.04, 2.87)
H (-4.32, -4.12, 3.95)
C (-0.72, 6.74, -1.12)
O (-1.39, 5.53, -1.33)
C (-2.61, 5.68, -1.92)
C (-3.08, 4.45, -2.61)
N (-2.15, 4.05, -3.67)
C (-2.54, 2.85, -4.37)
C (-1.35, 2.35, -5.18)
O (-0.28, 1.95, -4.38)
C (0.96, 2.18, -5.08)
H (-1.34, 7.38, -0.45)
H (-0.61, 7.27, -2.07)
H (0.26, 6.44, -0.66)
H (-2.52, 6.51, -2.64)
H (-3.41, 6.03, -1.25)
H (-4.09, 4.63, -2.99)
H (-3.17, 3.61, -1.86)
H (-1.28, 3.94, -3.18)
H (-3.43, 2.96, -4.97)
H (-2.76, 2.07, -3.61)
H (-0.99, 3.20, -5.82)
H (-1.59, 1.53, -5.86)
H (1.78, 1.86, -4.42)
H (1.07, 3.23, -5.40)
H (0.95, 1.62, -6.01)
C (4.79, 0.02, -5.34)
O (4.13, 1.22, -5.76)
C (5.02, 2.14, -6.32)
C (4.33, 3.42, -6.71)
N (3.69, 4.19, -5.56)
C (4.62, 4.76, -4.50)
C (3.77, 5.20, -3.34)
O (3.01, 4.12, -2.82)
C (2.34, 4.48, -1.62)
H (4.06, -0.74, -4.99)
H (5.56, 0.25, -4.58)
H (5.37, -0.34, -6.19)
H (5.48, 1.77, -7.23)
H (5.79, 2.37, -5.54)
H (3.51, 3.26, -7.44)
H (5.13, 4.01, -7.20)
H (2.96, 3.67, -5.09)
H (5.18, 5.53, -5.01)
H (5.35, 4.05, -4.14)
H (3.07, 5.99, -3.65)
H (4.32, 5.64, -2.51)
H (3.04, 4.65, -0.78)
H (1.70, 3.63, -1.35)
H (1.67, 5.32, -1.84)
C (-2.68, 6.13, 2.17)
O (-3.95, 5.95, 1.58)
C (-4.99, 6.10, 2.54)
C (-6.31, 5.78, 1.92)
N (-6.55, 4.43, 1.35)
C (-5.98, 4.17, 0.04)
C (-6.55, 2.83, -0.42)
O (-6.35, 1.87, 0.57)
C (-7.09, 0.71, 0.23)
H (-1.94, 6.10, 1.39)
H (-2.47, 5.34, 2.90)
H (-2.65, 7.11, 2.64)
H (-4.96, 7.12, 2.90)
H (-4.86, 5.39, 3.38)
H (-6.53, 6.55, 1.17)
H (-7.06, 5.96, 2.71)
H (-6.31, 3.71, 1.98)
H (-4.88, 4.18, -0.07)
H (-6.37, 4.96, -0.58)
H (-6.06, 2.50, -1.35)
H (-7.61, 2.96, -0.64)
H (-8.14, 1.04, 0.15)
H (-6.96, -0.05, 1.04)
H (-6.68, 0.18, -0.67)
C (4.32, -2.03, 2.25)
O (4.91, -2.66, 3.38)
C (4.52, -2.04, 4.57)
C (5.28, -2.66, 5.75)
N (4.93, -4.06, 5.82)
C (5.64, -4.75, 6.92)
C (5.28, -6.19, 6.92)
O (5.86, -6.88, 5.77)
C (5.11, -8.03, 5.43)
H (3.22, -1.93, 2.38)
H (4.58, -2.61, 1.39)
H (4.65, -0.98, 2.21)
H (3.45, -2.24, 4.71)
H (4.72, -0.96, 4.53)
H (5.01, -2.06, 6.63)
H (6.31, -2.45, 5.58)
H (5.09, -4.55, 4.95)
H (5.36, -4.29, 7.85)
H (6.74, -4.67, 6.89)
H (4.18, -6.28, 6.93)
H (5.63, -6.67, 7.82)
H (5.67, -8.56, 4.65)
H (4.12, -7.75, 5.05)
H (4.96, -8.74, 6.23)
C (-3.09, 2.47, 4.35)
O (-3.95, 3.37, 5.11)
C (-5.11, 2.63, 5.53)
C (-6.11, 3.56, 6.22)
N (-6.73, 4.37, 5.14)
C (-7.64, 5.41, 5.74)
C (-6.99, 6.51, 6.59)
O (-6.02, 7.21, 5.76)
C (-5.05, 7.84, 6.55)
H (-3.62, 2.07, 3.48)
H (-2.79, 1.65, 5.00)
H (-2.26, 3.08, 3.97)
H (-4.84, 1.82, 6.22)
H (-5.61, 2.24, 4.67)
H (-5.54, 4.07, 7.01)
H (-6.86, 3.02, 6.77)
H (-5.95, 4.84, 4.71)
H (-8.39, 4.91, 6.36)
H (-8.21, 5.90, 4.97)
H (-6.47, 6.15, 7.47)
H (-7.71, 7.21, 6.98)
H (-4.44, 8.49, 5.93)
H (-4.40, 7.08, 7.03)
H (-5.50, 8.47, 7.37)
C (1.08, 1.57, -9.40)
O (1.62, 0.87, -8.30)
C (0.93, -0.28, -7.91)
C (1.75, -0.93, -6.74)
N (0.78, -1.86, -6.12)
C (1.33, -2.60, -4.97)
C (2.51, -3.50, -5.40)
O (2.17, -4.18, -6.53)
C (3.07, -5.31, -6.78)
H (0.01, 1.76, -9.18)
H (1.08, 0.90, -10.24)
H (1.59, 2.52, -9.61)
H (0.81, -1.02, -8.69)
H (-0.07, -0.14, -7.57)
H (2.06, -0.17, -6.05)
H (2.59, -1.39, -7.23)
H (0.69, -2.55, -6.84)
H (0.48, -3.19, -4.62)
H (1.74, -2.03, -4.16)
H (2.71, -4.11, -4.50)
H (3.41, -2.85, -5.47)
H (2.84, -5.75, -7.76)
H (2.87, -6.04, -6.01)
H (4.10, -4.98, -6.67)
C (3.80, 4.17, 3.13)
O (2.70, 3.43, 3.59)
C (3.16, 2.29, 4.23)
C (1.98, 1.47, 4.76)
N (0.99, 1.17, 3.75)
C (-0.18, 0.40, 4.22)
C (0.06, -1.11, 4.53)
O (-1.07, -1.72, 5.14)
C (-0.96, -3.12, 5.22)
H (4.31, 3.59, 2.40)
H (4.37, 4.44, 4.04)
H (3.42, 5.07, 2.70)
H (3.71, 2.64, 5.12)
H (3.81, 1.59, 3.66)
H (1.57, 2.11, 5.56)
H (2.39, 0.57, 5.23)
H (0.49, 1.93, 3.34)
H (-0.94, 0.47, 3.48)
H (-0.58, 0.95, 5.11)
H (0.94, -1.34, 5.09)
H (0.28, -1.63, 3.60)
H (-1.24, -3.61, 4.26)
H (-1.70, -3.46, 5.94)
H (0.01, -3.49, 5.57)
C (6.78, 2.21, -2.15)
O (6.16, 1.04, -1.74)
C (4.83, 1.15, -1.45)
C (4.48, 2.17, -0.36)
N (4.94, 1.95, 1.03)
C (6.34, 2.20, 1.29)
C (6.74, 1.78, 2.74)
O (6.54, 0.37, 3.01)
C (7.43, -0.50, 2.32)
H (7.69, 1.87, -2.63)
H (7.06, 2.85, -1.29)
H (6.17, 2.81, -2.86)
H (4.47, 0.18, -1.13)
H (4.26, 1.44, -2.33)
H (3.42, 2.20, -0.22)
H (4.78, 3.19, -0.72)
H (4.70, 1.04, 1.39)
H (6.64, 3.27, 1.19)
H (7.09, 1.67, 0.65)
H (6.08, 2.31, 3.46)
H (7.77, 2.10, 2.98)
H (7.52, -1.48, 2.82)
H (8.47, -0.09, 2.33)
H (7.07, -0.67, 1.29)
C (0.42, -4.19, 2.13)
O (1.20, -5.33, 1.76)
C (2.58, -5.19, 1.97)
C (3.22, -6.56, 1.76)
N (2.96, -7.00, 0.41)
C (3.55, -8.33, 0.12)
C (3.20, -9.52, 1.02)
O (3.95, -9.35, 2.20)
C (3.69, -10.37, 3.10)
H (0.86, -3.72, 3.02)
H (-0.59, -4.52, 2.37)
H (0.33, -3.42, 1.35)
H (2.77, -4.86, 2.99)
H (2.94, -4.50, 1.18)
H (2.85, -7.31, 2.44)
H (4.32, -6.49, 1.85)
H (1.96, -7.04, 0.38)
H (4.64, -8.23, 0.18)
H (3.26, -8.61, -0.89)
H (3.52, -10.43, 0.51)
H (2.12, -9.61, 1.27)
H (3.80, -11.36, 2.64)
H (2.68, -10.24, 3.58)
H (4.43, -10.38, 3.89)
C (1.83, -0.30, 0.73)
O (2.00, -0.89, -0.57)
C (0.64, -1.13, -1.07)
C (-0.15, 0.14, -1.42)
N (-0.93, 0.67, -0.30)
C (-1.53, 1.99, -0.57)
C (-2.06, 2.59, 0.69)
O (-1.01, 2.86, 1.60)
C (-0.06, 3.81, 1.21)
H (2.78, -0.10, 1.27)
H (1.23, -0.89, 1.38)
H (1.45, 0.69, 0.57)
H (0.10, -1.81, -0.40)
H (0.82, -1.77, -1.95)
H (-0.87, -0.13, -2.20)
H (0.55, 0.90, -1.78)
H (-0.31, 0.94, 0.47)
H (-2.34, 1.80, -1.29)
H (-0.81, 2.68, -1.07)
H (-2.62, 1.83, 1.24)
H (-2.65, 3.44, 0.46)
H (0.65, 3.38, 0.49)
H (0.54, 4.14, 2.07)
H (-0.54, 4.66, 0.70)
C (-2.97, -2.70, -2.13)
C (-3.63, -1.95, -3.35)
C (-2.83, -2.15, -4.61)
C (-3.00, -3.54, -5.22)
C (-4.49, -3.75, -5.41)
C (-5.28, -3.72, -4.16)
N (-5.05, -2.39, -3.51)
O (-5.83, -2.29, -2.39)
C (-6.78, -3.84, -4.52)
C (-5.02, -4.98, -3.25)
C (-3.72, -0.45, -3.07)
H (-3.67, -2.95, -1.34)
H (-2.24, -2.01, -1.70)
H (-2.46, -3.62, -2.37)
H (-3.14, -1.33, -5.30)
H (-1.80, -1.94, -4.30)
H (-2.51, -4.36, -4.68)
H (-2.49, -3.53, -6.18)
H (-4.73, -4.74, -5.83)
H (-4.90, -3.08, -6.16)
H (-7.07, -3.08, -5.27)
H (-6.95, -4.82, -4.99)
H (-7.43, -3.88, -3.66)
H (-5.64, -4.90, -2.34)
H (-5.39, -5.83, -3.85)
H (-3.99, -5.20, -3.01)
H (-4.22, 0.09, -3.88)
H (-2.76, 0.01, -2.87)
H (-4.28, -0.30, -2.13)
H (-5.31, -2.85, -1.80)

**E_HOMO**: -8.056 eV
**ΔE to the lowest compared entry with this formula, charge and spin**: 0.0 kcal/mol
**SMILES**: CC1(C)CCCC(C)(C)N1O.COC[C@H](C)N.COCCNCCOC.COCCNCCOC.COCCNCCOC.COCCNCCOC.COCCNCCOC.COCCNCCOC.COCCNCCOC.COCCNCCOC.COCCNCCOC.COCCNCCOC
**Kohn-Sham gap**: 8.6642 eV
**LUMO level**: 0.608 eV